1.
{"formula": "C31H49ClN5O7P", "method": "ωB97M-V/def2-TZVPD", "gap_ev": 8.5, "species": ["C", "C", "O", "C", "C", "O", "C", "O", "P", "O", "O", "C", "C", "C", "Cl", "O", "C", "C", "C", "O", "H", "H", "H", "H", "H", "H", "H", "H", "H", "H", "H", "H", "H", "H", "H", "H", "H", "H", "H", "H", "H", "H", "H", "H", "C", "C", "C", "N", "C", "H", "H", "H", "H", "H", "C", "C", "C", "N", "C", "H", "H", "H", "H", "H", "C", "C", "C", "N", "C", "H", "H", "H", "H", "H", "C", "C", "C", "N", "C", "H", "H", "H", "H", "H", "C", "C", "C", "N", "C", "H", "H", "H", "H", "H"], "positions_angstrom": [[-3.68, -1.95, 5.91], [-2.19, -1.56, 5.80], [-1.95, -0.45, 4.95], [-2.13, -0.74, 3.58], [-1.09, -1.70, 3.00], [-0.69, -1.16, 1.74], [-0.04, -2.08, 0.91], [0.69, -1.23, 0.02], [1.87, -1.94, -0.79], [1.61, -3.33, -1.14], [1.99, -0.92, -1.98], [3.24, -0.65, -2.63], [3.91, -1.90, -3.18], [3.07, -2.64, -4.21], [2.80, -1.61, -5.66], [3.16, -1.80, 0.12], [3.31, -0.80, 1.15], [4.75, -0.26, 1.26], [5.75, -0.96, 0.35], [5.16, -0.32, 2.62], [-4.03, -1.83, 6.93], [-4.30, -1.34, 5.25], [-3.83, -2.99, 5.64], [-1.59, -2.43, 5.51], [-1.82, -1.25, 6.78], [-2.06, 0.21, 3.05], [-3.14, -1.13, 3.41], [-1.51, -2.70, 2.85], [-0.23, -1.77, 3.68], [-0.75, -2.68, 0.34], [0.64, -2.72, 1.48], [3.91, -0.11, -1.96], [3.00, 0.02, -3.45], [4.85, -1.58, -3.65], [4.16, -2.61, -2.39], [3.60, -3.53, -4.54], [2.10, -2.92, -3.82], [3.08, -1.29, 2.11], [2.60, 0.01, 0.99], [4.73, 0.80, 1.01], [5.68, -2.05, 0.42], [5.64, -0.66, -0.69], [6.75, -0.66, 0.66], [5.58, -1.17, 2.78], [6.56, 3.07, -3.83], [6.34, 1.75, -4.29], [5.04, 1.66, -4.69], [4.46, 2.88, -4.49], [5.37, 3.75, -3.96], [7.48, 3.48, -3.44], [7.07, 0.95, -4.33], [4.47, 0.84, -5.11], [3.50, 3.11, -4.69], [5.11, 4.76, -3.73], [-0.30, 3.33, -1.45], [-1.14, 2.66, -2.38], [-1.35, 1.39, -1.90], [-0.66, 1.27, -0.73], [-0.02, 2.45, -0.44], [0.06, 4.35, -1.51], [-1.55, 3.06, -3.29], [-1.92, 0.57, -2.30], [-0.62, 0.44, -0.16], [0.58, 2.55, 0.45], [-4.84, 1.83, 0.02], [-5.61, 0.64, -0.06], [-4.75, -0.41, 0.15], [-3.50, 0.11, 0.35], [-3.55, 1.47, 0.27], [-5.21, 2.84, -0.10], [-6.67, 0.55, -0.25], [-4.92, -1.47, 0.18], [-2.66, -0.43, 0.53], [-2.66, 2.07, 0.39], [0.70, 4.73, 4.26], [-0.60, 5.32, 4.30], [-1.42, 4.54, 3.53], [-0.67, 3.50, 3.03], [0.62, 3.61, 3.47], [1.59, 5.09, 4.76], [-0.89, 6.21, 4.83], [-2.47, 4.63, 3.30], [-1.02, 2.78, 2.43], [1.36, 2.89, 3.19], [-6.47, -4.39, -3.38], [-7.54, -3.77, -2.66], [-7.00, -2.73, -1.95], [-5.66, -2.70, -2.21], [-5.33, -3.70, -3.07], [-6.54, -5.23, -4.04], [-8.58, -4.06, -2.67], [-7.46, -2.01, -1.29], [-5.02, -2.03, -1.81], [-4.31, -3.84, -3.40]]}

=====

2.
{"formula": "C3H10N2S", "method": "ωB97M-V/def2-TZVPD", "de_lowest_kj_mol": 692.44, "gap_ev": 5.5, "species": ["C", "C", "S", "N", "C", "N", "H", "H", "H", "H", "H", "H", "H", "H", "H", "H"], "positions_angstrom": [[0.74, -0.78, -0.36], [-0.40, -1.72, -0.62], [-1.27, -1.58, -2.11], [0.38, 0.55, 0.00], [-0.70, 0.50, 0.87], [-1.08, 1.75, 1.45], [1.36, -1.09, 0.49], [1.42, -0.75, -1.22], [3.54, 1.12, -0.04], [-0.53, -2.66, -0.11], [-1.94, -0.42, -2.00], [2.90, 0.83, 0.20], [-1.06, 0.19, -0.23], [-0.67, -0.26, 1.66], [-2.06, 1.89, 1.21], [-0.65, 2.44, 0.83]]}

=====

3.
{"formula": "C18H42AsN2O3", "method": "ωB97M-V/def2-TZVPD", "charge": -1, "de_lowest_kj_mol": 335.56, "gap_ev": 7.0, "species": ["C", "C", "C", "C", "N", "As", "C", "C", "C", "C", "C", "C", "O", "C", "C", "C", "O", "N", "C", "C", "C", "C", "C", "O", "H", "H", "H", "H", "H", "H", "H", "H", "H", "H", "H", "H", "H", "H", "H", "H", "H", "H", "H", "H", "H", "H", "H", "H", "H", "H", "H", "H", "H", "H", "H", "H", "H", "H", "H", "H", "H", "H", "H", "H", "H", "H"], "positions_angstrom": [[6.71, -1.78, 0.19], [5.39, -1.03, 0.73], [4.19, -2.06, 0.57], [2.75, -1.45, 0.95], [2.17, -0.93, -0.34], [0.35, -0.32, -0.02], [-0.43, -2.16, -0.51], [-1.52, 0.28, 0.60], [-2.35, -0.91, 1.31], [-3.49, -0.17, 2.20], [-4.78, -0.09, 1.26], [-5.56, -1.48, 1.17], [-6.37, -1.53, -0.03], [-5.63, -2.05, -1.15], [1.08, 1.48, 0.61], [0.35, 2.76, 0.09], [0.49, 3.31, -1.02], [-0.57, 3.47, 1.04], [-1.46, 4.40, 0.32], [0.39, 4.35, 1.82], [0.06, 0.25, -1.92], [1.32, 0.52, -2.84], [1.93, -0.81, -3.53], [2.35, 1.36, -2.29], [7.63, -1.28, 0.61], [6.73, -2.87, 0.53], [6.69, -1.71, -0.93], [5.50, -0.83, 1.84], [5.15, -0.12, 0.11], [4.36, -2.91, 1.32], [4.13, -2.54, -0.46], [2.12, -2.35, 1.26], [2.80, -0.66, 1.75], [2.17, -1.76, -0.94], [0.54, -0.84, 1.45], [-1.44, -2.07, -1.06], [-0.52, -2.85, 0.40], [0.23, -2.73, -1.25], [-1.31, 1.00, 1.46], [-2.10, 0.76, -0.25], [-2.92, -1.54, 0.57], [-1.67, -1.52, 1.99], [-3.14, 0.84, 2.57], [-3.74, -0.89, 3.05], [-5.51, 0.72, 1.56], [-4.46, 0.16, 0.20], [-4.85, -2.37, 1.21], [-6.27, -1.58, 2.04], [-6.19, -2.89, -1.67], [-4.61, -2.45, -0.89], [-5.48, -1.25, -1.95], [1.05, 1.52, 1.74], [2.18, 1.60, 0.33], [-2.17, 3.87, -0.38], [-2.13, 4.90, 1.11], [-0.93, 5.26, -0.21], [-0.09, 5.32, 2.15], [0.78, 3.79, 2.72], [1.28, 4.60, 1.16], [-0.53, -0.58, -2.43], [-0.62, 1.16, -2.02], [0.91, 1.11, -3.74], [2.86, -1.15, -2.96], [2.29, -0.50, -4.57], [1.16, -1.63, -3.57], [2.73, 1.83, -3.06]]}

=====

4.
{"formula": "C6H8N4", "method": "ωB97M-V/def2-TZVPD", "de_lowest_kj_mol": 344.27, "gap_ev": 9.2, "species": ["C", "C", "C", "C", "C", "N", "N", "N", "N", "C", "H", "H", "H", "H", "H", "H", "H", "H"], "positions_angstrom": [[-2.06, 0.12, -0.06], [-0.89, -0.54, 0.72], [0.36, -0.31, 0.09], [0.74, -0.88, -1.56], [-0.22, -1.62, -2.24], [-1.08, -2.20, -2.78], [1.79, -0.22, -1.82], [2.20, 0.55, -0.84], [1.38, 0.46, 0.23], [1.66, 1.27, 1.40], [-2.94, -0.43, 0.28], [-1.86, -0.10, -1.04], [-2.17, 1.14, 0.06], [-1.18, -1.60, 0.74], [-0.88, -0.23, 1.73], [0.71, 1.60, 1.86], [2.23, 0.83, 2.18], [2.20, 2.17, 1.05]]}

=====

5.
{"formula": "C4H7N6", "method": "ωB97M-V/def2-TZVPD", "charge": 1, "de_lowest_kj_mol": 693.69, "gap_ev": 7.9, "species": ["C", "C", "C", "C", "N", "N", "N", "N", "N", "N", "H", "H", "H", "H", "H", "H", "H"], "positions_angstrom": [[1.15, -0.58, 1.63], [1.90, -0.06, 0.59], [-2.39, -0.14, 1.16], [-0.18, -1.07, 1.84], [1.50, 0.35, -0.55], [-1.99, 0.23, -0.06], [0.26, 0.23, -0.71], [-1.43, -0.64, 1.94], [-0.78, 0.04, -0.22], [0.22, 0.90, -2.89], [1.87, -1.02, 2.28], [2.90, 0.26, 0.72], [-3.36, 0.23, 1.31], [-0.30, -1.96, 2.41], [0.58, 1.84, -2.79], [-0.76, 1.02, -3.16], [0.81, 0.37, -3.51]]}

=====

6.
{"formula": "C5H8O2", "method": "ωB97M-V/def2-TZVPD", "de_lowest_kj_mol": 68.06, "gap_ev": 10.3, "species": ["C", "C", "O", "C", "C", "C", "O", "H", "H", "H", "H", "H", "H", "H", "H"], "positions_angstrom": [[0.66, 1.40, 0.86], [-0.41, 1.12, -0.16], [-1.18, 1.95, -0.56], [-0.50, -0.33, -0.65], [0.85, -1.04, -0.79], [-1.36, -1.01, 0.40], [-2.55, -1.04, 0.41], [0.48, 0.78, 1.74], [0.63, 2.45, 1.14], [1.65, 1.16, 0.47], [-1.05, -0.32, -1.59], [0.71, -1.99, -1.31], [1.28, -1.25, 0.19], [1.54, -0.43, -1.37], [-0.76, -1.46, 1.21]]}